# 1
Molecular formula: C3H11NO4
Method: DFT, the ωB97M-V functional and the def2-TZVPD basis

Properties
Net charge = 0
E = -12969.723 eV
HOMO energy = -9.86 eV
Structure (SMILES) = O=CNCCO.O.O
Energy above the lowest of the compared OMol25 structures with the same formula, charge and spin = 129.0 kJ/mol
Molar mass = 125.12 g/mol
Spin multiplicity = 1

Atoms and positions in Å:
O (2.91, -0.48, -1.22)
O (1.75, -0.88, 1.18)
O (-2.23, -0.31, -1.11)
O (0.91, 1.38, -1.48)
N (-0.25, 0.08, 0.85)
C (-2.57, 0.46, 0.00)
C (-1.60, 0.24, 1.21)
C (0.54, -0.89, 1.38)
H (-3.58, 0.16, 0.32)
H (2.68, -1.35, -1.55)
H (-1.95, -0.59, 1.82)
H (1.31, 2.26, -1.49)
H (0.04, -1.79, 1.80)
H (-1.79, 1.15, 1.81)
H (-1.43, 0.05, -1.50)
H (0.31, 0.78, 0.37)
H (1.67, 0.77, -1.63)
H (-2.67, 1.53, -0.23)
H (2.44, -0.48, -0.36)

Atomic partial charges in e from the Mulliken method, atoms 1 to 6:
1. O -0.7496
2. O -0.6793
3. O -0.5298
4. O -0.6883
5. N 0.0455
6. C -0.4746

***

# 2
Molecular formula: C47H41O18P
Method: DFT, the ωB97M-V functional and the def2-TZVPD basis

Properties
Net charge = 0
E = -95538.952 eV
HOMO energy = -10.20 eV
Structure (SMILES) = CCOP(=O)(CCCC1=CC(=O)OC1=O)OCC.O=C1C=CC(=O)C=C1.O=C1C=CC(=O)C=C1.O=C1C=CC(=O)C=C1.O=C1C=CC(=O)C=C1.O=C1C=CC(=O)C=C1.O=C1C=CC(=O)C=C1
Molar mass = 924.80 g/mol
Spin multiplicity = 1

Atoms and positions in Å:
P (-2.76, -2.54, 1.34)
O (-0.08, -5.28, 1.06)
O (-8.51, -4.26, 1.98)
O (-1.72, -1.83, 0.14)
O (-2.05, -2.33, 2.68)
O (4.61, 4.73, -2.47)
O (5.95, 0.28, -4.62)
O (-8.25, -5.83, 0.16)
O (-5.57, 5.84, 2.73)
O (-2.96, -4.17, 0.88)
O (2.80, -3.07, -0.57)
O (4.86, -7.19, 0.87)
O (-0.97, 4.03, 1.93)
O (6.65, 5.02, -6.89)
O (-3.72, 1.35, -1.73)
O (-8.60, -6.42, -2.06)
O (-2.13, 7.15, 6.55)
O (5.59, 1.44, -0.72)
O (7.35, 7.43, 1.18)
C (1.05, -5.72, 1.02)
C (6.49, 3.93, -6.37)
C (6.93, 2.69, -7.04)
C (6.72, 6.81, 0.34)
C (5.24, 5.35, -1.63)
C (2.18, -5.00, 1.65)
C (3.44, -2.03, -0.60)
C (-0.90, -3.54, -1.50)
C (5.41, 6.82, -1.73)
C (4.95, 0.41, -0.69)
C (4.45, -0.23, -1.92)
C (2.60, -7.47, 0.28)
C (-2.22, 4.11, -0.06)
C (6.10, 7.50, -0.81)
C (-2.47, 1.28, 0.26)
C (6.56, 5.35, 0.44)
C (6.75, 1.50, -6.46)
C (-4.38, -1.54, 1.23)
C (-3.09, 1.97, -0.89)
C (-1.60, 3.42, 1.09)
C (-2.92, 3.43, -0.98)
C (5.67, 2.61, -4.47)
C (6.11, 1.37, -5.14)
C (3.75, -1.36, -1.88)
C (-2.92, 6.85, 5.67)
C (-5.24, 6.72, 4.89)
C (5.84, 3.80, -5.05)
C (-0.60, -2.74, -0.11)
C (3.42, -5.48, 1.60)
C (-8.16, -4.56, 0.82)
C (3.93, -1.39, 0.64)
C (-2.73, -5.11, 1.98)
C (-6.80, -2.14, 0.18)
C (4.63, -0.26, 0.60)
C (3.73, -6.75, 0.91)
C (-5.69, -2.47, 1.34)
C (-1.78, 1.95, 1.18)
C (-3.76, -6.34, 1.74)
C (-7.44, -3.58, -0.24)
C (-8.17, -5.56, -1.27)
C (1.36, -6.99, 0.33)
C (-2.46, 6.27, 4.39)
C (-3.33, 5.94, 3.43)
C (-7.46, -4.16, -1.54)
C (-4.37, 7.05, 5.85)
C (-4.78, 6.14, 3.61)
C (5.87, 4.67, -0.48)
H (-1.48, -2.78, -2.15)
H (2.84, -8.40, -0.22)
H (4.69, 0.27, -2.85)
H (-4.39, -0.86, 2.16)
H (4.26, -4.97, 2.06)
H (-6.25, -2.39, 2.34)
H (4.94, 7.30, -2.57)
H (-7.03, -3.73, -2.51)
H (7.40, 2.80, -8.01)
H (-5.42, -3.58, 1.18)
H (5.20, 2.50, -3.50)
H (-4.80, -5.84, 1.66)
H (7.02, 4.86, 1.28)
H (5.52, 4.72, -4.57)
H (1.94, -4.07, 2.15)
H (0.52, -7.50, -0.13)
H (-4.35, -0.90, 0.28)
H (-4.69, 7.48, 6.79)
H (0.39, -2.19, -0.28)
H (-1.31, 1.46, 2.03)
H (3.69, -1.90, 1.57)
H (-6.31, 6.86, 5.00)
H (-2.61, 0.21, 0.32)
H (-3.54, -6.93, 0.79)
H (-7.62, -1.43, 0.58)
H (-1.39, 6.13, 4.28)
H (-0.42, -3.48, 0.74)
H (-1.68, -5.56, 1.88)
H (5.74, 3.59, -0.43)
H (0.10, -3.81, -2.01)
H (-3.74, -6.96, 2.70)
H (3.38, -1.84, -2.78)
H (7.07, 0.58, -6.94)
H (-2.09, 5.18, -0.11)
H (-1.54, -4.47, -1.34)
H (-6.30, -1.73, -0.77)
H (-3.38, 3.92, -1.82)
H (-2.97, -4.70, 3.02)
H (-3.01, 5.51, 2.49)
H (5.00, 0.22, 1.49)
H (6.23, 8.57, -0.86)

Atomic partial charges in e from the Mulliken method, atoms 1 to 6:
1. P 1.1893
2. O -0.4811
3. O -0.5384
4. O -0.4072
5. O -0.8404
6. O -0.5755

***

# 3
Molecular formula: C19H24ClN5O2S
Method: DFT, the ωB97M-V functional and the def2-TZVPD basis

Properties
Net charge = 0
E = -54996.754 eV
HOMO energy = -8.03 eV
Structure (SMILES) = CC(C)c1nnc(NC(=O)CCC(=O)N2CCN(c3ccc(Cl)cc3)CC2)s1
Energy above the lowest of the compared OMol25 structures with the same formula, charge and spin = 0.0 kJ/mol
Molar mass = 421.95 g/mol
Spin multiplicity = 1

Atoms and positions in Å:
Cl (8.08, -2.46, 0.17)
S (-3.56, -1.20, 0.55)
O (-1.12, 2.26, -1.24)
O (-2.22, 0.85, 1.46)
N (1.00, 2.57, -0.57)
N (-5.15, -0.10, -1.13)
N (3.20, 0.85, -0.24)
N (-3.76, 1.45, -0.07)
N (-5.43, -1.40, -1.18)
C (2.16, 0.54, -1.21)
C (2.02, 2.86, 0.40)
C (5.97, -1.12, 1.21)
C (-4.73, -2.12, -0.39)
C (-5.30, -3.95, 1.17)
C (6.64, -1.51, 0.06)
C (1.53, 1.84, -1.71)
C (2.66, 1.55, 0.90)
C (4.31, 0.03, -0.12)
C (-2.74, 1.72, 0.81)
C (5.01, -0.37, -1.27)
C (4.82, -0.37, 1.12)
C (-0.84, 3.28, 0.90)
C (-4.87, -3.60, -0.25)
C (6.15, -1.13, -1.18)
C (-0.34, 2.65, -0.40)
C (-2.36, 3.19, 0.92)
C (-4.21, 0.18, -0.29)
C (-3.55, -4.29, -0.61)
H (-5.64, -3.91, -0.96)
H (-5.43, -5.03, 1.26)
H (-4.54, -3.63, 1.88)
H (2.58, -0.01, -2.05)
H (-2.79, 3.76, 0.09)
H (4.31, -0.11, 2.03)
H (3.47, 1.81, 1.58)
H (-2.75, 3.57, 1.86)
H (-0.44, 2.71, 1.75)
H (1.91, 0.96, 1.43)
H (0.70, 1.63, -2.39)
H (1.62, 3.42, 1.25)
H (6.68, -1.42, -2.08)
H (-3.66, -5.37, -0.54)
H (-3.25, -4.03, -1.62)
H (2.79, 3.47, -0.08)
H (4.66, -0.06, -2.24)
H (-6.24, -3.46, 1.42)
H (-0.51, 4.31, 0.97)
H (1.38, -0.07, -0.74)
H (2.28, 2.46, -2.21)
H (-2.76, -3.97, 0.08)
H (6.35, -1.42, 2.18)
H (-4.12, 2.16, -0.68)

Atomic partial charges in e from the Mulliken method, atoms 1 to 6:
1. Cl -0.2250
2. S -0.0627
3. O -0.6889
4. O -0.6965
5. N 0.1061
6. N -0.4872

***

# 4
Molecular formula: C21H35MgN5O5SSe
Method: DFT, the ωB97M-V functional and the def2-TZVPD basis

Properties
Net charge = +2
E = -121649.401 eV
HOMO energy = -12.75 eV
Energy above the lowest of the compared OMol25 structures with the same formula, charge and spin = 62.9 kJ/mol
Molar mass = 572.87 g/mol
Spin multiplicity = 1

Atoms and positions in Å:
Se (12.32, 12.85, 11.24)
S (8.04, 12.79, 11.00)
Mg (8.56, 10.41, 11.01)
O (9.99, 10.07, 12.63)
O (7.11, 9.54, 12.04)
O (9.36, 8.81, 6.95)
O (8.24, 9.68, 8.79)
O (12.11, 9.86, 13.19)
N (9.91, 13.54, 9.14)
N (7.60, 13.58, 8.45)
N (11.96, 15.66, 11.67)
N (10.52, 9.66, 10.12)
N (11.18, 14.57, 13.37)
C (10.60, 9.29, 8.87)
C (7.78, 7.34, 11.29)
C (7.29, 8.15, 12.48)
C (7.64, 14.48, 7.26)
C (11.41, 16.59, 12.46)
C (11.15, 9.88, 12.30)
C (11.75, 8.67, 8.36)
C (11.57, 9.51, 10.94)
C (11.81, 14.43, 12.21)
C (12.54, 15.96, 10.41)
C (9.24, 9.31, 8.21)
C (12.86, 8.50, 9.20)
C (10.58, 13.80, 7.91)
C (6.28, 10.36, 12.91)
C (10.87, 13.51, 14.27)
C (10.95, 15.92, 13.54)
C (6.25, 14.87, 6.84)
C (6.74, 10.27, 14.31)
C (10.55, 12.65, 6.89)
C (12.84, 8.98, 10.46)
C (8.61, 13.33, 9.33)
H (12.96, 9.94, 12.87)
H (10.53, 16.33, 14.45)
H (7.86, 10.43, 14.44)
H (13.67, 7.89, 8.77)
H (8.08, 6.37, 11.57)
H (5.63, 14.08, 6.43)
H (8.63, 7.81, 10.77)
H (6.74, 13.06, 8.59)
H (8.15, 15.39, 7.40)
H (5.73, 15.34, 7.72)
H (11.68, 8.28, 7.33)
H (10.54, 13.25, 9.92)
H (6.26, 15.64, 6.04)
H (12.74, 17.02, 10.57)
H (11.93, 15.74, 9.58)
H (5.22, 10.08, 12.84)
H (11.38, 17.64, 12.14)
H (6.42, 11.40, 12.52)
H (8.13, 13.94, 6.48)
H (8.55, 9.05, 6.48)
H (10.17, 12.83, 13.77)
H (6.37, 7.72, 12.81)
H (13.76, 8.77, 11.01)
H (10.45, 13.91, 15.19)
H (11.60, 13.99, 8.21)
H (7.93, 8.19, 13.35)
H (13.40, 15.21, 10.36)
H (11.47, 12.74, 6.15)
H (6.14, 10.92, 14.98)
H (9.75, 12.67, 6.15)
H (7.00, 7.28, 10.52)
H (10.46, 11.67, 7.40)
H (6.64, 9.26, 14.67)
H (11.80, 12.99, 14.50)
H (10.07, 14.71, 7.51)

Atomic partial charges in e from the Mulliken method, atoms 1 to 6:
1. Se -0.3423
2. S -0.6285
3. Mg 1.7193
4. O -0.6856
5. O -0.5530
6. O -0.4449

***

# 5
Molecular formula: C17H24Cl4N4O8
Method: DFT, the ωB97M-V functional and the def2-TZVPD basis

Properties
Net charge = 0
E = -90436.721 eV
HOMO energy = -9.46 eV
Structure (SMILES) = C[N+](=O)[O-].C[N+](=O)[O-].C[N+](=O)[O-].C[N+](=O)[O-].ClC(Cl)(Cl)Cl.c1ccccc1.c1ccccc1
Energy above the lowest of the compared OMol25 structures with the same formula, charge and spin = 0.0 kJ/mol
Molar mass = 554.21 g/mol
Spin multiplicity = 1

Atoms and positions in Å:
Cl (21.66, -24.90, -0.09)
Cl (23.60, -25.06, 2.05)
Cl (24.56, -24.87, -0.65)
Cl (23.24, -27.26, 0.25)
O (18.57, -25.69, -4.01)
O (24.81, -21.99, -2.29)
O (22.57, -29.39, 4.42)
O (19.96, -21.09, -1.51)
O (23.55, -30.26, 2.70)
O (19.75, -26.07, -2.26)
O (24.26, -21.21, -4.21)
O (21.82, -22.16, -1.39)
N (24.45, -22.13, -3.44)
N (23.40, -29.39, 3.54)
N (21.14, -21.16, -1.25)
N (19.17, -25.33, -3.03)
C (21.84, -19.92, -0.83)
C (24.49, -27.16, -3.41)
C (21.76, -21.01, 2.70)
C (24.35, -28.27, 3.55)
C (24.26, -23.52, -3.97)
C (22.31, -27.08, -4.45)
C (21.23, -22.30, 2.82)
C (24.99, -27.77, -4.56)
C (23.25, -25.51, 0.36)
C (19.10, -21.48, 2.02)
C (23.15, -26.84, -3.37)
C (19.61, -20.19, 1.99)
C (20.94, -19.95, 2.32)
C (22.85, -27.63, -5.61)
C (24.17, -28.04, -5.64)
C (19.92, -22.53, 2.41)
C (19.17, -23.87, -2.71)
H (22.79, -19.91, -1.35)
H (24.59, -28.52, -6.52)
H (21.98, -20.00, 0.24)
H (20.03, -23.67, -2.08)
H (19.36, -23.36, -3.65)
H (21.33, -18.94, 2.34)
H (24.73, -23.49, -4.95)
H (25.20, -28.51, 4.18)
H (19.56, -23.55, 2.52)
H (23.81, -27.40, 3.90)
H (22.21, -27.73, -6.48)
H (21.86, -23.10, 3.16)
H (25.09, -26.97, -2.54)
H (18.05, -21.63, 1.82)
H (23.20, -23.74, -4.04)
H (21.23, -19.06, -1.09)
H (26.05, -28.01, -4.58)
H (18.96, -19.37, 1.74)
H (22.81, -20.83, 2.90)
H (21.25, -26.90, -4.36)
H (24.76, -24.21, -3.31)
H (18.22, -23.66, -2.24)
H (24.71, -28.08, 2.54)
H (22.68, -26.44, -2.47)

Atomic partial charges in e from the Mulliken method, atoms 1 to 6:
1. Cl -0.0190
2. Cl -0.1678
3. Cl -0.1142
4. Cl -0.1394
5. O -0.5646
6. O -0.4881

***

Question: The highest molar mass belongs to which entry?
Answer: C47H41O18P

***

What did the first record say?
Molecular formula: C3H11NO4
Method: DFT, the ωB97M-V functional and the def2-TZVPD basis

Properties
Net charge = 0
E = -12969.723 eV
HOMO energy = -9.86 eV
Structure (SMILES) = O=CNCCO.O.O
Energy above the lowest of the compared OMol25 structures with the same formula, charge and spin = 129.0 kJ/mol
Molar mass = 125.12 g/mol
Spin multiplicity = 1

Atoms and positions in Å:
O (2.91, -0.48, -1.22)
O (1.75, -0.88, 1.18)
O (-2.23, -0.31, -1.11)
O (0.91, 1.38, -1.48)
N (-0.25, 0.08, 0.85)
C (-2.57, 0.46, 0.00)
C (-1.60, 0.24, 1.21)
C (0.54, -0.89, 1.38)
H (-3.58, 0.16, 0.32)
H (2.68, -1.35, -1.55)
H (-1.95, -0.59, 1.82)
H (1.31, 2.26, -1.49)
H (0.04, -1.79, 1.80)
H (-1.79, 1.15, 1.81)
H (-1.43, 0.05, -1.50)
H (0.31, 0.78, 0.37)
H (1.67, 0.77, -1.63)
H (-2.67, 1.53, -0.23)
H (2.44, -0.48, -0.36)

Atomic partial charges in e from the Mulliken method, atoms 1 to 6:
1. O -0.7496
2. O -0.6793
3. O -0.5298
4. O -0.6883
5. N 0.0455
6. C -0.4746

***

Question: The highest net charge belongs to which entry?
Answer: C21H35MgN5O5SSe